Record 1
Entry from OMol25: a structure of composition C34H42N4O3P2PbS in a non-equilibrium geometry (ωB97M-V with the def2-TZVPD basis set).

The geometry in ORCA input format:
```
! wB97M-V def2-TZVPD RIJCOSX def2/J DEFGRID3
* xyz 0 1
Pb -2.1876 -3.6989 -2.6183
C -3.0719 -4.2336 -4.5789
C -3.3231 -2.8605 -4.7659
C -4.6637 -2.2503 -4.5909
C -5.4106 -2.6137 -3.2961
C -4.5805 -3.1205 -2.1659
C -4.2803 -4.4625 -1.8908
C -4.4479 -5.6083 -2.8415
C -4.1949 -5.2344 -4.3215
C -0.2666 -2.3693 1.0082
H -2.1674 -4.6927 -5.0156
H -2.6625 -2.2959 -5.4250
H -5.2990 -2.5230 -5.4499
H -4.5689 -1.1543 -4.6438
H -5.8885 -1.6889 -2.9377
H -6.2378 -3.2964 -3.5377
H -4.5992 -2.4607 -1.2951
H -4.1502 -4.7080 -0.8181
H -5.4506 -6.0637 -2.7783
H -3.7809 -6.4292 -2.5246
H -3.8986 -6.1563 -4.8517
H -5.1320 -4.8494 -4.7613
H 0.5081 -3.0296 0.6502
H -0.5957 -2.4148 2.0568
H -0.3228 -1.4017 0.5324
P -2.5858 -0.3515 0.2272
P -0.6014 1.0244 -2.1994
N -3.8163 -1.5881 0.8520
N -3.2543 0.9331 1.0973
N -0.1748 -0.5286 -2.9933
N -0.0333 1.9241 -3.5891
C -3.2202 0.0068 -1.4779
C -2.4523 1.0638 -2.3272
C -3.4717 -2.8505 1.3616
C -4.6295 -3.5370 1.7057
C -5.7367 -2.6821 1.3986
C -5.2146 -1.4959 0.8917
C -2.9990 1.0585 2.4787
C -3.6878 2.1625 2.9346
C -4.4010 2.7355 1.8220
C -4.1245 1.9552 0.7065
C 0.9761 -1.3105 -2.8288
C 0.8963 -2.4359 -3.6331
C -0.2811 -2.2993 -4.4173
C -0.9245 -1.1376 -3.9798
C -0.3298 1.7521 -4.9472
C 0.5319 2.5452 -5.6960
C 1.4012 3.2219 -4.7807
C 1.0497 2.8192 -3.5011
H -4.2784 0.3106 -1.4149
H -3.2273 -0.9711 -1.9919
H -2.7565 0.9930 -3.3821
H -2.7557 2.0782 -2.0038
H -2.4383 -3.1119 1.4872
H -4.6936 -4.5202 2.1509
H -6.7884 -2.9020 1.5373
H -5.7112 -0.5762 0.6134
H -2.3313 0.3537 2.9638
H -3.6966 2.5252 3.9582
H -5.0409 3.6053 1.8338
H -4.4528 2.0391 -0.3216
H 1.7601 -1.0116 -2.1599
H 1.5930 -3.2660 -3.6383
H -0.6181 -2.9824 -5.1918
H -1.8606 -0.6848 -4.2882
H -1.1223 1.0895 -5.2708
H 0.5404 2.6286 -6.7726
H 2.1889 3.9203 -5.0242
H 1.4652 3.0485 -2.5331
C 5.3530 2.0549 4.4527
C 4.4821 1.6381 3.3059
C 3.6433 2.5907 2.7121
C 2.8495 2.2546 1.6241
C 2.9027 0.9437 1.1502
C 3.7396 -0.0227 1.7095
C 4.5218 0.3306 2.8017
S 1.8326 0.4793 -0.1948
O 0.4927 0.9280 0.2557
O 2.3243 1.1806 -1.3752
O 1.9949 -0.9744 -0.2202
H 6.0813 2.8114 4.1295
H 4.7565 2.5023 5.2569
H 5.8938 1.1968 4.8596
H 3.6124 3.6049 3.1147
H 2.2064 2.9856 1.1391
H 3.7690 -1.0255 1.2914
H 5.1731 -0.4121 3.2684
*
```

- lowest unoccupied orbital energy (alpha / beta) (eV) = -2.2 / -1.2
- relative energy (zero: lowest compared OMol25 entry of this formula, charge and spin) (kcal per mole) = 83.0
- DFT total energy (eV) = -82695.4040

These are the Löwdin partial charges, in e, on atoms 1 to 2: 1.395 -0.393


Record 2
Entry from OMol25: a cluster of 15 separate species, C32H95NO29 in total in a non-equilibrium geometry (ωB97M-V with the def2-TZVPD basis set).

The geometry in ORCA input format:
```
! wB97M-V def2-TZVPD RIJCOSX def2/J DEFGRID3
* xyz 0 1
C 2.1854 4.0967 -3.9687
C 2.0193 2.8978 -4.8661
O 2.4506 1.6888 -4.2724
O 3.5444 4.1300 -3.4948
H 1.4358 4.0906 -3.1855
H 2.0230 4.9748 -4.6041
H 2.5432 3.0896 -5.8047
H 0.9142 2.8884 -5.0738
H 3.3772 1.5609 -4.5148
H 3.7861 4.9806 -3.2482
C 1.4335 -0.1884 -2.0621
C 0.3063 -0.5801 -1.1063
O -0.9376 0.1926 -1.1382
O 1.7876 1.2234 -1.8289
H 0.9792 -0.3898 -3.0371
H 2.3556 -0.7985 -2.0090
H 0.6881 -0.5165 -0.1163
H -0.0695 -1.6267 -1.3285
H -0.7302 0.9725 -0.5804
H 2.0603 1.4537 -2.7500
C 4.0543 -4.7090 -0.8437
C 3.8839 -3.2501 -1.1042
O 2.7113 -2.6987 -0.5338
O 2.9643 -5.4375 -1.3297
H 4.2065 -4.9072 0.2677
H 4.9780 -5.0488 -1.3431
H 3.8441 -3.2611 -2.1990
H 4.6779 -2.6358 -0.8339
H 1.9536 -2.7718 -1.1560
H 2.3759 -5.7703 -0.6496
C 0.1751 -4.2427 1.2566
C 0.8733 -5.5652 1.3920
O 0.5150 -6.3901 0.2622
O -1.2663 -4.6288 1.3952
H 0.3455 -3.7755 0.2714
H 0.5527 -3.5760 2.0055
H 0.5845 -6.0284 2.3222
H 1.9651 -5.3429 1.4140
H -0.3712 -6.2896 -0.0449
H -1.8068 -3.8585 1.1854
C -4.5497 -2.9455 2.7352
C -3.9236 -3.9590 3.5986
O -2.6857 -3.4677 4.0629
O -3.5688 -2.6815 1.7735
H -4.8617 -2.0941 3.3711
H -5.4501 -3.3300 2.2487
H -3.7515 -4.8547 3.0463
H -4.4845 -4.1160 4.5279
H -2.0078 -3.4701 3.3405
H -3.9025 -1.9668 1.2389
C 3.8517 3.5175 -0.2716
C 4.5714 4.3343 0.7684
O 5.4975 3.6142 1.5557
O 3.3311 2.4251 0.4804
H 4.6311 3.1959 -0.9956
H 3.1048 4.0802 -0.8766
H 3.8102 4.6614 1.5204
H 5.1422 5.1869 0.4044
H 5.0079 2.9050 1.9849
H 2.7073 1.9658 -0.1011
C -2.7115 0.3326 -4.6672
C -2.7597 1.4483 -3.6343
O -1.4989 2.1412 -3.6529
O -1.5991 -0.5286 -4.4258
H -2.5733 0.8477 -5.6447
H -3.6914 -0.2716 -4.7113
H -2.8983 0.9997 -2.6546
H -3.5607 2.0969 -3.8680
H -0.8173 1.5187 -3.3804
H -1.7732 -1.0693 -3.6647
C 6.4509 0.6389 -0.4810
C 6.6856 1.7482 -1.4679
O 7.1929 2.9204 -0.8319
O 5.1611 0.0793 -0.5224
H 6.6045 1.1974 0.4355
H 7.1580 -0.2178 -0.5298
H 5.7427 1.9670 -1.9441
H 7.3876 1.5139 -2.3144
H 6.6125 3.0853 -0.0921
H 4.5082 0.8509 -0.5376
C -5.5994 2.4456 -0.7245
C -5.3161 3.8929 -0.5823
O -4.9413 4.0737 0.7349
O -4.3393 1.6583 -0.5054
H -6.0380 2.1094 -1.6790
H -6.4260 2.1291 -0.0630
H -6.2283 4.4871 -0.8134
H -4.4637 4.1950 -1.2073
H -4.1782 4.7234 0.7658
H -4.0845 1.8577 0.4521
C -0.2673 3.2544 -0.2049
C -1.6259 3.8294 -0.5314
O -2.1497 4.4461 0.6583
O -0.3390 2.1183 0.6696
H 0.2674 4.0902 0.2567
H 0.2384 2.9189 -1.1168
H -2.3349 3.0731 -0.8920
H -1.2932 4.5075 -1.3679
H -1.9726 3.9045 1.4165
H 0.5546 1.9390 1.0370
C 3.0062 -1.1866 2.6196
C 4.4026 -0.5104 2.5541
O 4.2126 0.8924 2.7438
O 2.2050 -0.5905 1.5644
H 2.5015 -0.9642 3.6144
H 3.0416 -2.2696 2.4291
H 4.8679 -0.6915 1.5934
H 5.1419 -0.7670 3.2934
H 3.5578 1.0807 2.0558
H 2.2567 -1.0787 0.7672
C 1.7049 -4.4893 -4.7610
C 0.6613 -3.8213 -3.9097
O 1.1982 -3.6049 -2.5872
O 1.9973 -5.8155 -4.2610
H 2.5759 -3.8390 -4.8501
H 1.4216 -4.4872 -5.8407
H -0.3075 -4.3167 -3.8810
H 0.6424 -2.7985 -4.2907
H 1.3669 -4.4377 -2.1436
H 2.4351 -5.7597 -3.3722
C -0.3501 -0.2964 3.8431
C -1.3403 -0.7053 4.9550
O -2.7314 -0.8665 4.6030
O -0.4018 -1.2870 2.8453
H 0.5708 -0.1764 4.3464
H -0.7028 0.6487 3.3692
H -1.1995 -0.0185 5.7775
H -0.9845 -1.7031 5.3254
H -2.9163 -1.8130 4.5290
H 0.1752 -0.9477 2.1536
C -5.0649 -1.7567 -1.4236
C -3.7716 -2.6219 -1.6544
O -2.6642 -1.7580 -2.1261
O -4.9554 -1.0638 -0.1968
H -5.9657 -2.2774 -1.4591
H -4.9256 -1.0258 -2.2424
H -3.8874 -3.3835 -2.4527
H -3.4597 -3.1337 -0.7253
H -2.3311 -1.0661 -1.5111
H -4.9804 -0.1045 -0.3912
C -5.0732 1.9289 3.8298
C -3.7841 2.4144 3.2350
C -2.6389 2.5824 4.2363
O -1.4722 3.0689 3.5235
C -0.3548 3.2353 4.4174
N -3.3089 1.5894 2.1500
H -5.5041 2.5647 4.6319
H -4.9817 0.8923 4.1589
H -5.8471 2.0275 3.0507
H -4.0026 3.4094 2.7884
H -2.3837 1.6493 4.7036
H -2.8739 3.3170 5.0381
H 0.1285 2.2607 4.6099
H -0.6420 3.6965 5.3583
H 0.3693 3.8497 3.9390
H -2.3133 1.8096 2.0093
H -3.2432 0.6100 2.5465
*
```

- lowest unoccupied orbital energy (eV) = 0.3
- DFT total energy (eV) = -95586.0461

These are the Löwdin partial charges, in e, on atoms 1 to 2: -0.214 -0.213


Record 3
Entry from OMol25: a structure of composition C16H14FeO5 in a non-equilibrium geometry (ωB97M-V with the def2-TZVPD basis set).

The geometry in ORCA input format:
```
! wB97M-V def2-TZVPD RIJCOSX def2/J DEFGRID3
* xyz 0 5
O -2.7228 3.5783 -0.5095
C -3.5960 2.9125 -0.1022
Fe -4.3904 1.4772 0.5808
C -4.4527 2.2606 2.2929
O -4.2117 3.0226 3.1514
C -5.9449 1.8401 -0.0787
O -6.7529 2.6401 -0.3462
C -0.7870 0.8544 0.8276
C -1.3504 0.7742 -0.6396
C -2.8557 0.6723 -0.7475
C -3.4535 -0.2964 0.1294
C -2.9943 -0.1818 1.4884
C -1.7176 0.3592 1.7716
H -0.2781 1.7787 1.0758
H -0.9640 1.6436 -1.2005
H -0.9414 -0.1250 -1.1330
H -3.2868 0.8624 -1.7465
H -4.1142 -1.0855 -0.2206
H -3.6274 -0.6103 2.2796
H -1.4548 0.4703 2.8138
C 5.4086 -3.6022 -0.4031
O 4.5493 -2.7627 0.3986
C 3.9280 -1.6791 -0.1535
C 4.1891 -1.1810 -1.4470
C 3.3996 -0.1328 -1.9270
C 2.4054 0.4559 -1.1510
C 2.1035 -0.0567 0.1554
O 1.0426 0.2216 0.8453
C 2.9706 -1.0703 0.6569
H 5.7282 -4.3848 0.2874
H 4.8483 -4.0108 -1.2490
H 6.2520 -3.0114 -0.7692
H 4.9055 -1.6839 -2.0914
H 3.6160 0.2696 -2.9288
H 1.7872 1.2545 -1.5542
H 2.7627 -1.4733 1.6435
*
```

- lowest unoccupied orbital energy (alpha / beta) (eV) = 0.4 / -2.8
- relative energy (zero: lowest compared OMol25 entry of this formula, charge and spin) (kcal per mole) = 26.0
- DFT total energy (eV) = -61435.8440

These are the Löwdin partial charges, in e, on atoms 1 to 2: 0.089 -0.160


Record 4
Entry from OMol25: a cluster of 3 separate species, C23H44ClO2S in total (ωB97M-V with the def2-TZVPD basis set).

The geometry in ORCA input format:
```
! wB97M-V def2-TZVPD RIJCOSX def2/J DEFGRID3
* xyz 1 1
C -3.2918 -0.7712 1.8422
C -2.1703 0.1726 1.5283
C -2.2981 1.5388 1.7732
C -1.2499 2.4013 1.4732
C -0.0374 1.9681 0.9230
C 1.0465 2.9946 0.6627
C 1.8064 2.8458 -0.6718
C 1.9982 2.9920 1.8621
C 0.0806 0.5973 0.7153
O 1.3164 0.1166 0.2262
C 1.6983 -1.1138 0.6610
S 1.9288 -1.0252 2.4865
O 1.9194 -2.5868 2.7987
Cl 3.8363 -0.5118 2.5901
C -0.9678 -0.2810 0.9940
H -3.1783 -1.6884 1.2745
H -4.2465 -0.3044 1.6296
H -3.2979 -1.0376 2.8964
H -3.2195 1.9222 2.1776
H -1.3760 3.4566 1.6598
H 0.5532 3.9606 0.6365
H 2.8622 2.7213 -0.4465
H 1.4465 2.0479 -1.3039
H 1.7500 3.7531 -1.2658
H 2.4680 2.0113 1.9277
H 2.7681 3.7490 1.7665
H 1.4279 3.1397 2.7741
H 2.6571 -1.3719 0.2165
H 0.9949 -1.9204 0.4601
H 2.7874 -2.9262 3.0748
H -0.8768 -1.3363 0.7806
C -4.5420 -4.4198 0.7792
C -4.9189 -4.2469 2.2479
C -4.0047 -5.0095 3.2050
C -4.0065 -6.5283 3.0250
C -5.3785 -7.1870 3.1551
C -6.0174 -6.9969 4.5277
H -4.6325 -5.4578 0.4585
H -5.1920 -3.8222 0.1386
H -3.5108 -4.1018 0.6007
H -5.9584 -4.5479 2.3962
H -4.8730 -3.1839 2.5017
H -4.2849 -4.7635 4.2329
H -2.9776 -4.6464 3.0789
H -3.3314 -6.9651 3.7674
H -3.5825 -6.7818 2.0489
H -5.2662 -8.2563 2.9615
H -6.0529 -6.8087 2.3822
H -5.3718 -7.3905 5.3153
H -6.9712 -7.5215 4.5854
H -6.2100 -5.9447 4.7429
C 5.1420 3.0523 -2.8610
C 4.5211 4.4195 -3.1314
C 3.3740 4.3763 -4.1379
C 3.7547 3.8961 -5.5389
C 4.8563 4.7079 -6.2176
C 4.4854 6.1715 -6.4390
H 5.5960 2.6283 -3.7573
H 5.9238 3.1299 -2.1032
H 4.3878 2.3491 -2.4973
H 5.2969 5.1124 -3.4656
H 4.1385 4.8239 -2.1895
H 2.9257 5.3714 -4.2040
H 2.5883 3.7185 -3.7494
H 2.8587 3.9185 -6.1663
H 4.0630 2.8472 -5.4952
H 5.0768 4.2484 -7.1840
H 5.7807 4.6491 -5.6362
H 3.5774 6.2560 -7.0391
H 5.2830 6.6966 -6.9652
H 4.3170 6.6940 -5.4960
*
```

- lowest unoccupied orbital energy (eV) = -5.1
- relative energy (zero: lowest compared OMol25 entry of this formula, charge and spin) (kcal per mole) = 0.0
- DFT total energy (eV) = -52009.5074

These are the Löwdin partial charges, in e, on atoms 1 to 2: -0.034 -0.250


Record 5
Entry from OMol25: a structure of composition C5H9NO in a non-equilibrium geometry (ωB97M-V with the def2-TZVPD basis set).

The geometry in ORCA input format:
```
! wB97M-V def2-TZVPD RIJCOSX def2/J DEFGRID3
* xyz 0 1
C 1.1043 0.3138 -1.7654
C 0.2680 0.1626 -0.5334
C -0.3667 -1.1009 -0.0703
C -1.5173 -0.5644 -0.7641
O 0.4471 1.0686 0.3958
H 0.0350 -2.0408 -0.4448
H 0.8400 1.2289 -2.2951
H 0.9775 -0.5417 -2.4250
H 2.1542 0.3943 -1.4738
H -1.9214 -1.1023 -1.6062
H -2.1213 0.2377 -0.3669
C 0.0061 0.6263 1.8712
N 0.9047 0.6406 2.7338
H 0.5946 0.7852 3.6913
H -1.0720 0.8310 1.9536
H -0.3329 -0.9389 1.0993
*
```

- lowest unoccupied orbital energy (eV) = 0.9
- relative energy (zero: lowest compared OMol25 entry of this formula, charge and spin) (kcal per mole) = 115.9
- DFT total energy (eV) = -8864.1884

These are the Löwdin partial charges, in e, on atoms 1 to 2: -0.021 -0.454


Record 6
Entry from OMol25: a structure of composition C44H51BaNP2Si in a non-equilibrium geometry (ωB97M-V with the def2-TZVPD basis set).

The geometry in ORCA input format:
```
! wB97M-V def2-TZVPD RIJCOSX def2/J DEFGRID3
* xyz 0 1
Ba 1.0422 -1.0120 -1.8468
C 3.3497 -1.0267 -3.3118
C 3.3602 -1.6482 -1.9308
C 4.4424 -1.2896 -0.9690
C 4.3388 0.1250 -0.3662
C 2.9438 0.7676 -0.2743
C 2.1944 1.1146 -1.4177
C 2.8976 1.5386 -2.6902
C 3.7353 0.4775 -3.4452
C -2.5315 1.6510 0.4292
H 4.1911 -1.5451 -3.8146
H 3.2452 -2.7412 -1.9669
H 5.4564 -1.4420 -1.3980
H 4.4129 -2.0311 -0.1523
H 4.7488 0.0962 0.6593
H 5.0220 0.8053 -0.8975
H 3.0762 1.7352 0.2824
H 1.3009 1.7336 -1.2388
H 3.5720 2.3882 -2.4604
H 2.1458 1.9800 -3.3665
H 3.6716 0.7209 -4.5182
H 4.7966 0.5910 -3.1869
H -2.6984 1.4794 -0.6421
H -3.4296 2.1323 0.8481
H -2.3849 0.6737 0.9028
P 2.4083 0.5544 2.1095
P -1.1473 2.7240 0.6549
C 0.7103 0.7812 1.5960
C 0.4237 2.0140 1.0408
C 2.3412 -1.2100 2.5385
C 2.8304 -1.6298 3.7974
C 2.6762 -2.9564 4.2019
C 2.0131 -3.8793 3.3790
C 1.5520 -3.4717 2.1228
C 1.7470 -2.1633 1.6762
C 2.1359 -1.4653 -4.1662
C 1.2305 -0.5542 -4.7423
C -0.0719 -0.9975 -5.0390
C -0.4315 -2.3292 -4.8522
C 0.4887 -3.2443 -4.3294
C 1.7802 -2.8221 -4.0222
C -1.4302 3.9072 1.9954
C -1.1145 3.4745 3.2927
C -1.1378 4.3692 4.3592
C -1.4992 5.7054 4.1490
C -1.8203 6.1378 2.8585
C -1.7966 5.2450 1.7830
C -0.8867 3.7155 -0.8282
C -1.7005 3.6275 -1.9719
C -1.3395 4.3181 -3.1295
C -0.1895 5.1170 -3.1520
C 0.5855 5.2590 -1.9937
C 0.2228 4.5778 -0.8319
H -0.0731 0.0600 1.8713
H 1.2242 2.7739 1.0422
H 3.2911 -0.8913 4.4547
H 3.0526 -3.2796 5.1662
H 1.8713 -4.9068 3.7047
H 1.0078 -4.1691 1.4758
H 1.3792 -1.8537 0.6830
H 1.5201 0.4870 -4.9379
H -0.8022 -0.2638 -5.4143
H -1.4126 -2.6731 -5.1938
H 0.2105 -4.2804 -4.1474
H 2.4876 -3.5371 -3.6055
H -0.7993 2.4410 3.4513
H -0.8673 4.0255 5.3555
H -1.5189 6.4053 4.9872
H -2.0814 7.1833 2.6882
H -2.0358 5.5902 0.7753
H -2.6098 3.0221 -1.9603
H -1.9602 4.2385 -4.0235
H 0.0910 5.6576 -4.0565
H 1.4670 5.9021 -1.9858
H 0.8114 4.7151 0.0806
C -3.0504 -0.1168 3.4692
Si -3.4013 -1.7897 2.6823
C -2.8244 -3.1299 3.8657
C -5.2541 -1.9787 2.4123
N -2.5775 -1.8872 1.1567
C -2.3868 -2.8403 0.2592
C -2.2393 -4.2360 0.5945
C -2.1687 -5.2124 -0.3892
C -2.1767 -4.8566 -1.7430
C -2.2112 -3.5040 -2.1112
C -2.3103 -2.5076 -1.1466
H -3.2979 -0.1635 4.5411
H -3.6539 0.6817 3.0150
H -1.9896 0.1505 3.3758
H -2.9665 -2.7923 4.9028
H -3.3903 -4.0642 3.7443
H -1.7570 -3.3528 3.7320
H -5.5985 -1.3097 1.6128
H -5.5204 -3.0049 2.1267
H -5.8172 -1.7297 3.3222
H -2.2318 -4.5097 1.6492
H -2.1159 -6.2616 -0.0983
H -2.1571 -5.6318 -2.5151
H -2.1766 -3.2224 -3.1680
H -2.4602 -1.4554 -1.4251
*
```

- lowest unoccupied orbital energy (alpha / beta) (eV) = -0.3 / -0.3
- relative energy (zero: lowest compared OMol25 entry of this formula, charge and spin) (kcal per mole) = 0.0
- DFT total energy (eV) = -75087.8695

These are the Löwdin partial charges, in e, on atoms 1 to 2: 1.833 -0.380


Record 7
Entry from OMol25: a cluster of 2 separate species, C6H13N in total (ωB97M-V with the def2-TZVPD basis set).

The geometry in ORCA input format:
```
! wB97M-V def2-TZVPD RIJCOSX def2/J DEFGRID3
* xyz 0 1
C -0.6962 1.7300 2.6638
C -1.2716 0.4168 -0.4476
C -1.1398 -0.7843 0.4535
N -0.2839 -0.7120 -0.7139
C 0.2648 -1.7588 -1.5534
C 1.1460 -0.7448 -0.8770
C 1.7337 0.4099 -1.6413
H -0.0058 1.0211 3.1326
H -1.7194 1.4828 2.9623
H -0.4555 2.7410 3.0020
H -2.1277 0.2625 -1.1177
H -0.6294 1.6680 1.5716
H -1.8209 -1.6393 0.4093
H -0.6175 -0.6958 1.4089
H 0.0961 -1.6797 -2.6237
H 0.2170 -2.7624 -1.1370
H 1.6891 -1.0754 0.0070
H 2.7869 0.2265 -1.8743
H 1.1902 0.5697 -2.5776
H 1.6442 1.3244 -1.0474
*
```

- lowest unoccupied orbital energy (eV) = 0.9
- relative energy (zero: lowest compared OMol25 entry of this formula, charge and spin) (kcal per mole) = 107.9
- DFT total energy (eV) = -7918.1522

These are the Löwdin partial charges, in e, on atoms 1 to 2: -0.068 -0.062